[1]
{"formula": "C13H17P", "method": "ωB97M-V/def2-TZVPD", "e_homo_ev": [-7.10, -7.06], "homo_lumo_gap_ha": [0.238, 0.236], "de_lowest_kcal_mol": 103.38, "smiles": "C=C1C=C(C)C=C(C)/C1=P/C.C#CC", "elements": ["C", "C", "C", "C", "C", "C", "C", "C", "C", "P", "C", "H", "H", "H", "H", "H", "H", "H", "H", "H", "H", "H", "H", "H", "C", "C", "C", "H", "H", "H", "H"], "coordinates": [[-0.986, 2.658, -0.534], [-1.293, 1.395, -0.145], [-2.671, 0.940, -0.313], [-2.874, -0.427, -0.362], [-4.175, -1.094, -0.528], [-1.765, -1.295, -0.183], [-0.490, -0.914, 0.084], [0.592, -1.906, 0.341], [-0.172, 0.466, 0.179], [1.271, 0.874, 0.925], [1.027, 2.637, 1.677], [-1.734, 3.305, -0.898], [-0.080, 3.247, -0.343], [-3.521, 1.631, -0.455], [-4.914, -0.285, -0.417], [-4.153, -1.326, -1.563], [-4.472, -1.902, 0.227], [-2.025, -2.346, -0.145], [0.907, -2.283, -0.661], [1.488, -1.275, 0.602], [0.231, -2.784, 0.887], [-0.015, 2.605, 1.950], [1.465, 3.348, 0.956], [1.685, 2.681, 2.702], [4.230, -0.764, 0.975], [3.984, -1.094, -0.126], [3.632, -1.307, -1.507], [4.415, -0.708, 2.048], [3.688, -0.309, -1.971], [4.092, -2.192, -1.929], [2.635, -1.575, -1.471]], "nbo_charge": [-0.33, -0.11, -0.22, 0.00, -0.64, -0.23, -0.02, -0.66, -0.36, 0.65, -0.94, 0.18, 0.20, 0.21, 0.21, 0.23, 0.23, 0.20, 0.21, 0.25, 0.24, 0.24, 0.23, 0.23, -0.27, 0.01, -0.70, 0.24, 0.25, 0.24, 0.23]}

[2]
{"formula": "C31H39CdN5O5SeSi", "method": "ωB97M-V/def2-TZVPD", "e_homo_ev": -2.75, "homo_lumo_gap_ha": 0.259, "charge": -2, "de_lowest_kcal_mol": 2.97, "elements": ["Cd", "N", "C", "C", "O", "N", "C", "C", "O", "O", "H", "H", "H", "H", "H", "H", "Se", "C", "N", "C", "C", "N", "C", "C", "C", "O", "C", "C", "C", "C", "N", "C", "H", "H", "H", "H", "H", "H", "H", "H", "H", "H", "H", "H", "H", "H", "C", "C", "C", "C", "Si", "O", "C", "C", "C", "C", "C", "C", "C", "C", "C", "C", "C", "C", "H", "H", "H", "H", "H", "H", "H", "H", "H", "H", "H", "H", "H", "H", "H", "H", "H", "H", "H"], "coordinates": [[0.676, 1.592, -0.581], [-0.148, 0.757, 1.510], [-0.025, 1.857, 2.453], [1.216, 2.737, 2.150], [1.892, 3.149, 3.107], [1.369, 2.985, 0.870], [2.576, 3.644, 0.439], [3.460, 2.740, -0.470], [4.631, 3.093, -0.643], [2.949, 1.687, -0.941], [-1.099, 0.569, 1.221], [0.268, -0.095, 1.865], [0.068, 1.515, 3.494], [-0.907, 2.499, 2.377], [3.187, 3.939, 1.302], [2.321, 4.544, -0.138], [0.558, 2.571, -3.039], [-0.944, 3.489, -3.388], [-1.866, 4.111, -3.710], [6.455, -1.555, 3.408], [6.896, -1.496, 1.948], [5.796, -1.157, 1.065], [5.743, 0.202, 0.556], [5.582, 1.250, 1.649], [4.950, -2.150, 0.742], [5.087, -3.293, 1.168], [3.825, -1.826, -0.190], [3.767, -2.452, -1.430], [2.700, -2.175, -2.266], [1.696, -1.333, -1.806], [1.711, -0.790, -0.598], [2.764, -1.000, 0.174], [7.288, -1.849, 4.042], [5.661, -2.291, 3.505], [6.081, -0.590, 3.738], [7.270, -2.483, 1.651], [7.684, -0.756, 1.806], [4.918, 0.308, -0.148], [6.673, 0.396, 0.009], [4.693, 1.059, 2.243], [5.450, 2.211, 1.158], [6.454, 1.298, 2.301], [4.551, -3.137, -1.724], [2.641, -2.615, -3.252], [0.826, -1.102, -2.408], [2.764, -0.498, 1.133], [-2.573, -2.504, 0.991], [-2.731, -2.233, -0.504], [-3.829, -3.135, -1.060], [-1.413, -2.630, -1.163], [-2.983, -0.321, -0.810], [-1.627, 0.424, -0.857], [-4.102, 0.039, -2.316], [-3.656, 0.935, -3.278], [-4.468, 1.349, -4.319], [-5.767, 0.879, -4.408], [-6.241, -0.003, -3.452], [-5.411, -0.413, -2.425], [-4.143, 0.313, 0.596], [-5.285, -0.321, 1.073], [-6.077, 0.241, 2.059], [-5.746, 1.473, 2.594], [-4.621, 2.133, 2.130], [-3.841, 1.554, 1.146], [-2.411, -3.571, 1.174], [-3.444, -2.182, 1.557], [-1.709, -1.963, 1.371], [-3.539, -4.189, -0.979], [-4.009, -2.912, -2.110], [-4.760, -3.009, -0.512], [-1.165, -3.675, -0.944], [-0.620, -1.994, -0.783], [-1.472, -2.499, -2.242], [-2.657, 1.330, -3.202], [-4.094, 2.053, -5.049], [-6.418, 1.207, -5.209], [-7.265, -0.360, -3.498], [-5.800, -1.097, -1.686], [-5.572, -1.283, 0.671], [-6.960, -0.282, 2.413], [-6.365, 1.916, 3.366], [-4.361, 3.102, 2.538], [-2.971, 2.075, 0.774]], "nbo_charge": [1.65, -0.90, -0.31, 0.61, -0.75, -0.83, -0.36, 0.78, -0.76, -0.87, 0.42, 0.37, 0.18, 0.20, 0.22, 0.20, -0.40, 0.04, -0.49, -0.62, -0.21, -0.42, -0.22, -0.64, 0.67, -0.66, -0.17, -0.16, -0.20, 0.04, -0.47, 0.09, 0.19, 0.22, 0.21, 0.21, 0.19, 0.26, 0.18, 0.21, 0.28, 0.18, 0.21, 0.20, 0.22, 0.20, -0.61, -0.49, -0.60, -0.60, 1.97, -1.37, -0.50, -0.18, -0.21, -0.24, -0.26, -0.14, -0.48, -0.15, -0.25, -0.24, -0.21, -0.20, 0.18, 0.21, 0.21, 0.18, 0.21, 0.19, 0.18, 0.23, 0.20, 0.24, 0.21, 0.19, 0.19, 0.18, 0.18, 0.19, 0.19, 0.20, 0.23]}

[3]
{"formula": "C28H28CoIN2O4PSe3Te2", "method": "ωB97M-V/def2-TZVPD", "e_homo_ev": [-1.34, -1.52], "multiplicity": 4, "homo_lumo_gap_ha": [0.177, 0.184], "charge": -2, "de_lowest_kcal_mol": 31.59, "elements": ["Co", "Se", "Se", "Te", "Se", "N", "N", "C", "O", "O", "H", "H", "H", "Te", "C", "C", "C", "C", "C", "C", "C", "C", "C", "C", "C", "C", "H", "H", "H", "H", "H", "H", "H", "H", "H", "H", "C", "P", "C", "C", "C", "C", "C", "C", "C", "H", "H", "H", "H", "H", "H", "H", "H", "H", "H", "H", "I", "C", "C", "C", "C", "C", "C", "C", "O", "O", "H", "H", "H", "H"], "coordinates": [[-1.641, -0.552, 0.732], [-4.742, 1.341, -0.357], [-5.390, 3.427, -0.585], [-1.611, 3.775, -0.575], [-2.306, 1.367, -0.791], [-1.222, -2.747, 1.392], [0.100, -3.057, 1.033], [0.678, -2.304, -0.025], [1.666, -2.801, -0.566], [0.142, -1.172, -0.254], [-1.346, -2.836, 2.392], [-1.906, -3.349, 0.940], [0.330, -4.037, 0.959], [1.283, 1.180, -1.338], [2.131, 2.928, -2.216], [1.911, 3.216, -3.560], [2.435, 4.364, -4.141], [3.187, 5.246, -3.380], [3.408, 4.975, -2.036], [2.880, 3.827, -1.460], [3.090, 0.101, -1.639], [3.998, -0.040, -0.596], [5.185, -0.738, -0.779], [5.476, -1.304, -2.011], [4.572, -1.175, -3.056], [3.385, -0.481, -2.867], [1.310, 2.538, -4.155], [2.244, 4.574, -5.187], [3.590, 6.148, -3.826], [3.984, 5.666, -1.431], [3.039, 3.631, -0.407], [3.767, 0.389, 0.371], [5.877, -0.847, 0.047], [6.398, -1.856, -2.154], [4.782, -1.628, -4.018], [2.672, -0.400, -3.678], [-2.585, -0.525, 3.983], [-1.554, 0.383, 2.759], [-2.160, 2.091, 2.993], [0.065, 0.432, 3.629], [0.234, 0.921, 4.924], [1.483, 0.926, 5.525], [2.586, 0.438, 4.830], [2.431, -0.046, 3.541], [1.177, -0.047, 2.941], [-2.736, 0.030, 4.912], [-2.115, -1.482, 4.220], [-3.544, -0.736, 3.506], [-2.291, 2.353, 4.046], [-3.114, 2.187, 2.471], [-1.473, 2.789, 2.513], [-0.622, 1.305, 5.469], [1.602, 1.311, 6.531], [3.565, 0.442, 5.296], [3.284, -0.423, 2.990], [1.047, -0.408, 1.926], [-4.380, -3.351, -6.013], [-4.276, -3.057, -3.945], [-5.213, -3.669, -3.124], [-5.129, -3.481, -1.754], [-4.148, -2.666, -1.200], [-3.225, -2.061, -2.044], [-3.275, -2.259, -3.418], [-4.088, -2.478, 0.315], [-4.407, -3.463, 1.001], [-3.694, -1.354, 0.731], [-5.990, -4.289, -3.552], [-5.826, -3.973, -1.086], [-2.446, -1.428, -1.638], [-2.543, -1.785, -4.057]], "mulliken_spin": [1.91, 0.35, 0.55, 0.03, 0.07, 0.04, -0.01, 0.00, 0.00, 0.00, 0.00, 0.00, 0.00, 0.01, 0.00, 0.00, 0.00, 0.00, 0.00, 0.00, 0.00, 0.00, 0.00, 0.00, 0.00, 0.00, 0.00, 0.00, 0.00, 0.00, 0.00, 0.00, 0.00, 0.00, 0.00, 0.00, -0.01, -0.02, 0.00, 0.01, -0.01, 0.00, 0.00, 0.00, 0.01, 0.00, 0.00, 0.00, 0.00, -0.01, 0.00, 0.00, 0.00, 0.00, 0.00, 0.00, 0.00, 0.00, 0.00, 0.00, -0.01, 0.04, 0.01, -0.01, 0.01, 0.02, 0.00, 0.00, 0.00, 0.00]}